#a
7
Properties=species:S:1:pos:R:3 method="wB97M-V/def2-TZVPD" e_homo_ev="-9.98 / -9.98" orbital_gap_ev="9.5047 / 9.5099" spin_multiplicity=1
N 0.797 -0.449 0.285
N -0.327 0.371 -0.144
O -0.819 -0.953 -0.377
O 0.753 -0.555 1.552
O -0.240 1.082 -1.260
H -0.119 -0.186 2.044
H -0.046 0.689 -2.099



#b
7
Properties=species:S:1:pos:R:3 method="wB97M-V/def2-TZVPD" e_homo_ev=-10.64 orbital_gap_ev=10.8151 spin_multiplicity=1 smiles="O=[N+]([O-])NO"
O -0.867 1.103 -1.401
N -0.268 0.236 -0.849
O 0.156 -0.802 -1.259
N -0.216 0.253 0.672
O 0.820 -0.622 1.181
H -0.116 1.205 0.983
H 0.492 -1.373 0.673



#c
7
Properties=species:S:1:pos:R:3 method="wB97M-V/def2-TZVPD" e_homo_ev=-10.27 orbital_gap_ev=10.7816 spin_multiplicity=1 smiles="[H]/N=N/OOO"
H -0.303 -1.902 1.952
N -0.590 -0.893 1.723
N -0.039 -0.398 0.726
O -0.408 0.929 0.334
O 0.510 1.281 -0.614
O 0.307 0.960 -1.946
H 0.523 0.023 -2.176



#d
7
Properties=species:S:1:pos:R:3 method="wB97M-V/def2-TZVPD" e_homo_ev=-9.84 orbital_gap_ev=10.7027 spin_multiplicity=1
O 0.839 -1.344 0.002
N 0.427 -0.167 -0.002
O 1.444 0.781 -0.005
N -0.675 0.486 -0.005
O -1.784 -0.328 0.000
H 2.288 0.292 0.027
H -2.538 0.279 -0.017



Which is the most stable structure? #b is the most stable.



#a
7
Properties=species:S:1:pos:R:3 method="wB97M-V/def2-TZVPD" e_homo_ev=-11.12 orbital_gap_ev=10.9073 spin_multiplicity=1 smiles="O=[N+]([O-])NO"
O 0.979 1.091 -1.209
N 0.303 0.766 -0.255
O -0.324 1.476 0.470
N 0.395 -0.557 0.001
O -0.904 -1.235 0.605
H 0.820 -0.994 -0.750
H -1.269 -0.548 1.138



#b
7
Properties=species:S:1:pos:R:3 method="wB97M-V/def2-TZVPD" e_homo_ev=-10.04 orbital_gap_ev=8.8996 spin_multiplicity=1 smiles="NO[N+](=O)[O-]"
N -1.126 -0.448 0.186
O 0.436 -0.401 -0.344
N 1.034 0.528 -0.060
O 2.231 0.626 -0.134
O 0.477 1.509 0.489
H -1.224 -1.496 0.378
H -1.827 -0.318 -0.516



Which is the most stable structure? #a is the most stable.



#a
13
Properties=species:S:1:pos:R:3 method="wB97M-V/def2-TZVPD" e_homo_ev=-15.69 charge=+1 orbital_gap_ev=9.8389 spin_multiplicity=1
C -0.197 0.961 -0.096
C -1.561 0.533 -0.158
C -1.333 -0.868 0.350
C 1.874 -0.238 0.065
N 0.585 -0.114 -0.160
H 0.202 1.968 0.070
H -2.310 1.139 0.338
H -1.824 0.469 -1.280
H -1.176 -1.008 1.349
H -1.358 -1.799 -0.241
H 2.346 -0.753 -0.782
H 2.119 -0.844 0.856
H 2.310 0.789 0.272



#b
13
Properties=species:S:1:pos:R:3 method="wB97M-V/def2-TZVPD" e_homo_ev=-13.92 charge=+1 orbital_gap_ev=10.1283 spin_multiplicity=1 smiles="C=C/C=C/[NH3+]"
C -2.612 -0.434 -0.010
C -1.778 0.579 0.011
C -0.137 0.223 0.018
C 1.187 0.674 -0.009
N 2.299 -0.276 0.005
H -2.309 -1.466 -0.021
H -3.671 -0.246 -0.016
H -2.024 1.623 0.019
H -0.167 -0.868 0.064
H 1.478 1.709 -0.067
H 2.794 -0.240 -0.898
H 1.964 -1.238 0.162
H 2.977 -0.040 0.742



#c
13
Properties=species:S:1:pos:R:3 method="wB97M-V/def2-TZVPD" e_homo_ev=-14.56 charge=+1 orbital_gap_ev=10.7026 spin_multiplicity=1 smiles="[NH3+][C@H]1C=CC1"
N 1.628 0.025 0.287
C 0.314 -0.135 -0.468
C -0.669 -1.204 -0.059
C -1.624 -0.340 0.219
C -0.993 1.005 -0.034
H 1.899 0.771 -0.403
H 2.374 -0.573 0.114
H 1.508 0.211 1.266
H 0.587 0.032 -1.583
H -0.376 -2.186 0.049
H -2.561 -0.569 0.607
H -1.421 1.521 -0.891
H -0.666 1.442 0.896



Which is the most stable structure? #b is the most stable.



#a
13
Properties=species:S:1:pos:R:3 method="wB97M-V/def2-TZVPD" e_homo_ev=-14.65 charge=+1 orbital_gap_ev=9.1890 spin_multiplicity=1 smiles="C=[NH+]/C=C/C"
C -2.398 -0.610 0.686
N -1.184 -0.280 0.918
C -0.299 0.130 -0.125
C 1.016 0.040 0.041
C 2.009 0.456 -0.990
H -2.946 -1.013 1.506
H -2.877 -0.252 -0.212
H -0.759 -0.479 1.818
H -0.758 0.507 -1.029
H 1.356 -0.142 1.052
H 2.244 1.507 -0.831
H 2.897 -0.153 -0.833
H 1.698 0.289 -2.002



#b
13
Properties=species:S:1:pos:R:3 method="wB97M-V/def2-TZVPD" e_homo_ev=-16.21 charge=+1 orbital_gap_ev=12.6496 spin_multiplicity=1 smiles=C1C[C@H]2[NH2+][C@@H]12
C 0.989 -0.765 -0.066
C 0.994 0.791 -0.067
C -0.437 0.790 0.519
N -1.304 -0.055 -0.428
C -0.448 -0.732 0.531
H 1.049 -1.230 -1.084
H 1.833 -1.219 0.477
H 1.737 1.278 0.577
H 0.928 1.201 -1.040
H -0.820 1.461 1.164
H -1.203 0.026 -1.505
H -2.364 -0.086 -0.333
H -0.954 -1.461 1.253



Which is the most stable structure? #a is the most stable.



#a
13
Properties=species:S:1:pos:R:3 method="wB97M-V/def2-TZVPD" e_homo_ev=-14.48 charge=+1 orbital_gap_ev=8.9534 spin_multiplicity=1 smiles="C=CC[NH+]=C"
C -1.520 0.832 0.206
C -1.303 -0.437 -0.060
C 0.049 -1.128 -0.071
N 1.214 -0.299 0.272
C 1.577 0.820 -0.177
H -2.478 1.429 0.122
H -0.726 1.388 0.421
H -2.030 -1.038 -0.367
H -0.079 -2.058 0.686
H 0.317 -1.634 -1.118
H 1.496 -0.720 1.113
H 2.363 1.349 0.372
H 1.258 1.049 -1.229



#b
13
Properties=species:S:1:pos:R:3 method="wB97M-V/def2-TZVPD" e_homo_ev=-15.55 charge=+1 orbital_gap_ev=11.1056 spin_multiplicity=1
C 2.895 0.232 0.480
C 2.140 -0.381 -0.362
C 0.048 -0.095 -0.175
C -2.532 0.198 -0.096
N -1.187 -0.486 0.076
H 2.595 0.808 1.374
H 4.048 0.338 0.346
H 2.091 -1.105 -1.219
H -0.048 0.830 -0.672
H -2.489 1.294 0.006
H -3.065 -0.060 -1.015
H -3.147 -0.163 0.670
H -1.349 -1.409 0.588



Which is the most stable structure? #a is the most stable.



#a
13
Properties=species:S:1:pos:R:3 method="wB97M-V/def2-TZVPD" e_homo_ev="-12.87 / -13.42" charge=+1 orbital_gap_ev="7.3203 / 9.2959" spin_multiplicity=1
C 2.241 -1.036 0.487
C 1.221 -0.377 0.453
C -1.848 -1.359 -0.078
C 0.173 0.551 0.347
N 0.270 1.749 -0.520
H 3.076 -1.571 0.760
H -1.097 -1.728 -0.814
H -1.706 -1.833 0.872
H -2.848 -1.125 -0.282
H -0.361 0.792 1.194
H 0.438 1.326 -1.421
H 1.118 2.372 -0.283
H -0.676 2.242 -0.715



#b
13
Properties=species:S:1:pos:R:3 method="wB97M-V/def2-TZVPD" e_homo_ev=-16.14 charge=+1 orbital_gap_ev=10.5212 spin_multiplicity=1 smiles="C=C=[NH+]CC"
C 2.616 -0.144 -0.087
C 1.366 0.501 -0.010
N 0.069 1.025 0.336
C -1.286 0.534 -0.089
C -1.424 -1.029 -0.064
H 3.198 0.029 -0.989
H 2.726 -0.591 0.964
H 0.173 2.049 0.344
H -1.978 0.897 0.722
H -1.323 1.013 -1.068
H -0.891 -1.307 0.826
H -2.511 -1.402 -0.168
H -0.736 -1.575 -0.718



Which is the most stable structure? #b is the most stable.